{
  "formula": "C40H91N6O9P2S2",
  "method": "the ωB97M-V functional and the def2-TZVPD basis",
  "orbital_gap_ev": 5.34,
  "largest_force_ev_per_a": 8.94,
  "e_lumo_ev": -5.074,
  "charge": 1,
  "symbols": ["C", "C", "C", "C", "C", "N", "C", "P", "O", "O", "S", "C", "C", "P", "C", "C", "C", "C", "C", "C", "C", "C", "C", "O", "C", "C", "O", "C", "S", "H", "H", "H", "H", "H", "H", "H", "H", "H", "H", "H", "H", "H", "H", "H", "H", "H", "H", "H", "H", "H", "H", "H", "H", "H", "H", "H", "H", "H", "H", "H", "H", "H", "H", "H", "H", "C", "C", "C", "O", "C", "N", "H", "H", "H", "H", "H", "H", "H", "H", "H", "H", "H", "C", "C", "C", "O", "C", "N", "H", "H", "H", "H", "H", "H", "H", "H", "H", "H", "H", "C", "C", "C", "O", "C", "N", "H", "H", "H", "H", "H", "H", "H", "H", "H", "H", "H", "C", "C", "C", "O", "C", "N", "H", "H", "H", "H", "H", "H", "H", "H", "H", "H", "H", "C", "C", "C", "O", "C", "N", "H", "H", "H", "H", "H", "H", "H", "H", "H", "H", "H"],
  "positions_angstrom": [[3.046, -4.221, 1.212], [3.163, -3.265, -0.122], [4.176, -1.989, 0.043], [3.883, -1.022, 1.333], [2.464, -0.152, 1.209], [2.036, 0.102, -0.222], [2.911, 1.030, -1.092], [4.540, 1.855, -0.524], [4.774, 3.284, -1.556], [4.545, 2.464, 1.104], [6.146, 0.744, -0.881], [2.501, 1.362, -2.681], [1.144, 0.703, -3.378], [0.764, 1.079, -5.211], [-1.078, 1.474, -5.527], [1.125, -0.607, -6.117], [2.299, -1.489, -5.357], [0.247, -0.242, -2.380], [-1.165, -0.925, -2.955], [-2.369, 0.109, -2.457], [-3.827, -0.616, -2.268], [-4.128, -0.853, -0.671], [-4.542, -2.452, -0.483], [-5.958, -2.711, -0.802], [-6.151, -3.101, -2.207], [-5.466, -4.469, -2.876], [-6.903, -2.298, -3.000], [0.756, -0.504, -0.816], [-0.399, -1.675, 0.154], [4.106, -4.675, 1.412], [2.332, -5.121, 0.906], [2.551, -3.704, 2.138], [2.094, -2.977, -0.502], [3.633, -3.956, -0.976], [4.221, -1.432, -0.992], [5.266, -2.446, 0.212], [3.785, -1.722, 2.281], [4.758, -0.264, 1.585], [1.695, -0.740, 1.866], [2.552, 0.922, 1.723], [3.894, 3.784, -1.414], [3.774, 3.077, 1.296], [3.174, 2.048, -3.384], [-1.427, 2.258, -4.725], [-1.803, 0.556, -5.476], [-1.215, 1.934, -6.620], [0.165, -1.282, -6.166], [1.543, -0.397, -7.211], [2.466, -2.503, -5.961], [2.006, -1.822, -4.262], [3.349, -0.921, -5.352], [-1.052, -0.981, -4.119], [-1.314, -2.029, -2.570], [-2.016, 0.548, -1.412], [-2.498, 1.037, -3.166], [-4.636, 0.135, -2.715], [-3.863, -1.584, -2.926], [-3.218, -0.616, 0.040], [-5.007, -0.133, -0.355], [-3.783, -3.064, -1.150], [-4.306, -2.714, 0.637], [-5.493, -5.314, -2.063], [-4.341, -4.175, -3.111], [-6.027, -4.770, -3.882], [-0.460, -1.235, 1.495], [5.594, -6.245, -8.396], [4.789, -5.703, -7.218], [3.289, -5.503, -7.536], [3.005, -4.344, -8.326], [3.204, -4.521, -9.719], [5.411, -4.456, -6.748], [5.804, -5.483, -9.151], [6.564, -6.623, -8.051], [5.070, -7.074, -8.882], [4.857, -6.445, -6.413], [2.762, -5.348, -6.587], [2.850, -6.399, -7.990], [2.956, -5.534, -10.049], [4.234, -4.274, -9.983], [2.553, -3.816, -10.247], [4.931, -4.151, -5.901], [5.183, -3.727, -7.431], [-9.919, 1.479, -3.256], [-8.885, 1.421, -4.377], [-7.495, 0.930, -3.911], [-6.735, 1.909, -3.195], [-7.075, 2.028, -1.823], [-8.802, 2.743, -5.019], [-9.780, 2.340, -2.597], [-10.928, 1.562, -3.675], [-9.887, 0.571, -2.646], [-9.254, 0.703, -5.120], [-6.904, 0.695, -4.804], [-7.568, 0.000, -3.336], [-7.365, 1.069, -1.383], [-7.873, 2.762, -1.699], [-6.198, 2.403, -1.287], [-8.185, 2.674, -5.829], [-8.291, 3.359, -4.379], [-2.026, 4.072, 2.821], [-1.267, 2.983, 2.068], [-0.419, 3.522, 0.893], [-1.177, 3.864, -0.271], [-1.787, 5.144, -0.218], [-2.222, 1.959, 1.618], [-2.908, 4.424, 2.279], [-2.380, 3.691, 3.785], [-1.381, 4.934, 3.022], [-0.578, 2.518, 2.784], [0.262, 2.723, 0.576], [0.215, 4.360, 1.204], [-1.176, 5.872, 0.323], [-2.779, 5.066, 0.231], [-1.920, 5.499, -1.245], [-1.700, 1.186, 1.204], [-2.738, 2.353, 0.826], [-0.850, -0.119, 7.074], [-0.737, 0.663, 5.768], [0.477, 1.619, 5.724], [0.308, 2.820, 6.483], [0.562, 2.676, 7.872], [-1.998, 1.382, 5.532], [-1.234, 0.489, 7.898], [-1.541, -0.961, 6.954], [0.121, -0.527, 7.372], [-0.606, -0.071, 4.963], [0.611, 1.945, 4.685], [1.404, 1.107, 6.008], [1.361, 1.957, 8.075], [-0.354, 2.387, 8.390], [0.867, 3.651, 8.264], [-1.956, 1.822, 4.612], [-2.019, 2.177, 6.178], [6.637, 2.008, 10.857], [5.402, 2.809, 11.260], [4.075, 2.041, 11.061], [3.639, 1.962, 9.701], [4.263, 0.938, 8.943], [5.401, 4.085, 10.526], [6.771, 1.954, 9.773], [7.542, 2.474, 11.264], [6.586, 0.986, 11.247], [5.496, 3.030, 12.330], [3.287, 2.589, 11.591], [4.115, 1.044, 11.514], [4.481, 0.051, 9.545], [5.175, 1.319, 8.480], [3.582, 0.649, 8.136], [4.631, 4.659, 10.871], [5.134, 3.878, 9.559]],
  "forces_ev_per_angstrom": [[-0.487, -0.519, -1.241], [0.399, -0.668, -0.096], [0.585, -0.689, 0.002], [0.023, 0.052, 0.191], [0.737, 0.110, 1.883], [-1.603, 0.739, -4.039], [-3.618, -0.535, -3.022], [3.465, 1.270, -0.386], [-3.750, -1.987, 2.841], [-1.959, -0.348, -2.869], [-2.171, 1.114, 0.621], [-2.277, -2.348, 1.838], [0.745, -1.600, 5.751], [0.583, -0.076, -0.835], [-1.476, -0.118, 0.076], [0.607, -1.491, 0.157], [0.437, -0.617, -0.336], [2.863, 1.055, 0.556], [0.881, 0.982, 0.545], [0.010, 0.142, 0.428], [0.232, 1.442, -0.128], [-0.886, -0.825, -0.671], [1.761, 1.050, 0.866], [1.418, -0.932, -3.143], [-3.356, 3.921, -3.940], [0.069, 0.962, 0.861], [4.760, -5.258, 5.440], [1.005, 1.803, -1.744], [1.351, 1.576, -0.238], [-2.082, 0.986, 0.024], [1.545, 1.852, 0.773], [1.208, -0.904, -1.701], [2.010, -0.335, 0.808], [-1.030, 1.570, 1.810], [-0.083, -0.848, 2.219], [-2.346, 1.096, -0.343], [0.029, 1.509, -1.939], [-1.783, -1.726, -0.878], [1.013, 1.196, -1.966], [-0.028, -2.422, -1.169], [1.923, -0.452, -0.627], [1.179, -0.809, -0.329], [-1.405, -1.627, 2.004], [0.700, -1.403, -1.698], [1.371, 1.668, -0.023], [0.684, -0.901, 2.483], [1.770, 1.381, -0.081], [-1.206, -0.193, 2.404], [-0.393, 2.283, 1.140], [0.554, 0.928, -2.199], [-2.414, -1.151, 0.115], [-0.213, 0.200, 2.267], [0.349, 2.356, -0.530], [-0.798, -0.883, -2.166], [0.587, -2.013, 1.228], [1.659, -1.763, 0.979], [0.009, 1.662, 1.434], [-1.666, -0.561, -1.631], [1.684, -1.694, -0.498], [-1.745, 1.014, 1.266], [-1.005, 0.181, -2.138], [0.109, 1.581, -1.728], [-2.372, -0.780, 0.435], [1.170, 0.913, 2.493], [0.516, 0.018, -1.547], [0.220, -0.242, -0.051], [-0.049, 0.268, -0.360], [0.073, 0.219, 0.230], [-0.064, -0.574, 0.213], [-0.017, 0.411, -0.066], [-0.429, 0.133, 0.058], [-0.101, -0.036, 0.132], [-0.188, 0.123, -0.021], [0.043, 0.089, 0.027], [-0.119, 0.126, -0.019], [0.036, 0.109, -0.089], [0.084, 0.016, -0.151], [0.081, 0.013, 0.074], [0.000, -0.183, -0.165], [0.025, -0.105, 0.162], [0.193, -0.089, -0.052], [0.186, -0.232, 0.130], [-0.310, -0.124, 0.051], [0.220, 0.303, 0.312], [-0.116, -0.067, -0.278], [-0.050, -0.424, 0.071], [0.176, 0.288, -0.116], [0.400, -0.077, -0.015], [0.074, -0.077, -0.112], [0.218, 0.029, 0.030], [0.016, 0.084, -0.041], [0.176, 0.054, 0.037], [0.010, 0.138, 0.085], [-0.048, 0.122, 0.090], [-0.091, 0.001, -0.079], [-0.090, -0.132, 0.198], [-0.012, -0.048, -0.120], [-0.223, 0.027, 0.055], [-0.257, -0.138, -0.152], [-0.022, 0.106, 0.275], [-0.302, 0.288, -0.320], [-0.216, -0.196, -0.201], [0.603, -0.110, 0.536], [-0.295, 0.018, -0.328], [0.310, -0.026, -0.310], [0.152, -0.104, -0.014], [0.046, 0.091, -0.220], [-0.076, -0.087, -0.011], [0.060, -0.026, -0.125], [-0.076, -0.088, -0.132], [-0.132, 0.154, 0.062], [-0.038, -0.085, 0.057], [0.047, 0.213, 0.101], [0.106, -0.128, 0.133], [-0.090, 0.023, 0.097], [0.008, -0.082, 0.304], [-0.027, -0.332, 0.080], [-0.106, 0.404, 0.424], [-0.251, 0.314, 0.007], [0.286, -0.661, -0.478], [-0.121, 0.326, 0.170], [0.353, 0.254, -0.168], [0.085, 0.005, -0.178], [0.085, 0.200, -0.020], [-0.073, 0.054, 0.009], [0.036, 0.104, -0.070], [-0.064, 0.112, 0.059], [0.003, -0.048, 0.190], [-0.071, 0.012, -0.002], [0.111, -0.134, 0.141], [0.009, -0.151, -0.170], [-0.168, -0.242, 0.080], [-0.054, -0.303, -0.081], [0.296, -0.074, 0.144], [-0.053, -0.106, -0.451], [-0.098, 0.363, 0.095], [0.129, -0.331, 0.404], [-0.153, 0.290, -0.200], [-0.424, -0.106, -0.017], [-0.109, 0.038, 0.107], [-0.204, -0.030, -0.090], [0.003, 0.077, -0.050], [-0.152, -0.005, -0.108], [0.046, -0.016, -0.182], [0.111, -0.076, -0.121], [0.053, 0.078, 0.022], [0.122, -0.220, 0.023], [-0.023, 0.052, 0.133], [0.234, -0.007, 0.005], [0.190, 0.063, 0.259]],
  "lowdin_charge": [-0.14, -0.26, -0.24, -0.17, -0.17, -0.09, -0.17, 0.38, -0.28, -0.26, 0.34, 0.03, -0.27, 0.90, -0.34, -0.41, -0.19, -0.09, -0.16, -0.18, -0.17, -0.14, -0.19, -0.09, -0.28, -0.02, -0.04, -0.31, 0.76, 0.09, 0.09, 0.07, 0.06, 0.12, 0.07, 0.13, 0.12, 0.09, 0.10, 0.13, 0.09, 0.09, 0.12, 0.05, 0.04, 0.08, 0.08, 0.10, 0.08, 0.07, 0.09, 0.08, 0.11, 0.09, 0.10, 0.12, 0.11, 0.08, 0.13, 0.12, 0.13, 0.10, 0.08, 0.11, -0.09, -0.07, -0.43, -0.20, -0.21, -0.11, 0.04, 0.07, 0.08, 0.08, 0.14, 0.11, 0.12, 0.09, 0.08, 0.09, 0.06, 0.07, -0.07, -0.42, -0.20, -0.21, -0.11, 0.03, 0.06, 0.08, 0.08, 0.14, 0.12, 0.09, 0.09, 0.08, 0.08, 0.07, 0.07, -0.05, -0.43, -0.20, -0.20, -0.10, 0.06, 0.07, 0.07, 0.09, 0.11, 0.10, 0.12, 0.09, 0.08, 0.09, 0.03, 0.08, -0.07, -0.43, -0.20, -0.19, -0.09, 0.05, 0.07, 0.08, 0.08, 0.12, 0.10, 0.11, 0.08, 0.08, 0.10, 0.03, 0.08, -0.08, -0.43, -0.19, -0.21, -0.11, 0.03, 0.06, 0.08, 0.08, 0.14, 0.12, 0.12, 0.09, 0.08, 0.07, 0.07, 0.07]
}